No. 1
ORCA calculation (wB97M-V/def2-TZVPD) on a molecular structure, C4H5N in a non-equilibrium geometry.

ORCA input file:
```
! wB97M-V def2-TZVPD RIJCOSX def2/J DEFGRID3
* xyz 0 1
C -1.12 -0.73 -0.99
C 0.72 0.93 -0.26
C -0.22 0.03 -0.45
C 2.09 0.61 -0.36
N 3.21 0.39 -0.39
H 0.49 1.95 0.03
H -1.10 -0.69 2.81
H -1.61 -1.50 -0.43
H -1.03 -0.33 2.08
H -1.42 -0.66 -2.03
*
```

Properties
* orbital gap: 10.6 eV
* strongest force on any atom: 2.03 eV/A
* E_HOMO: -0.381 hartree
* energy above the lowest of the compared OMol25 structures with the same formula, charge and spin: 291.7 kJ/mol

No. 2
ORCA calculation (wB97M-V/def2-TZVPD) on 22 unconnected molecules or ions with the total composition C68H204N18O22P6S16 in a non-equilibrium geometry.

ORCA input file:
```
! wB97M-V def2-TZVPD RIJCOSX def2/J DEFGRID3
* xyz 0 1
O 23.97 24.29 13.94
P 24.51 23.74 15.22
N 25.93 22.89 14.87
C 26.44 21.84 15.71
C 26.80 23.39 13.85
N 23.56 22.59 16.03
C 23.30 21.49 15.06
C 22.41 23.07 16.75
N 24.87 24.92 16.25
C 25.80 24.71 17.40
C 24.30 26.32 15.99
H 25.73 21.64 16.49
H 27.39 22.13 16.18
H 26.72 20.98 15.14
H 27.69 23.87 14.28
H 26.22 24.16 13.29
H 27.12 22.53 13.22
H 23.19 20.60 15.68
H 22.34 21.60 14.47
H 24.08 21.36 14.29
H 21.99 22.25 17.37
H 22.74 23.82 17.48
H 21.70 23.60 16.10
H 25.75 25.57 18.03
H 25.54 23.87 18.02
H 26.83 24.56 17.11
H 23.33 26.15 15.49
H 25.00 26.92 15.36
H 24.11 26.77 16.96
O 21.90 19.52 21.85
P 22.25 20.15 20.55
N 22.32 18.86 19.45
C 22.78 19.28 18.09
C 23.03 17.69 19.91
N 23.65 21.00 20.59
C 24.12 21.86 19.48
C 24.65 20.72 21.60
N 21.15 21.21 19.87
C 21.15 22.62 20.28
C 19.84 20.85 19.42
H 23.87 19.41 18.07
H 22.31 20.22 17.84
H 22.53 18.54 17.29
H 24.09 17.94 20.16
H 23.06 16.90 19.17
H 22.56 17.36 20.85
H 24.12 22.93 19.76
H 25.15 21.55 19.15
H 23.44 21.73 18.63
H 25.63 20.44 21.18
H 24.66 21.65 22.22
H 24.35 19.97 22.29
H 20.28 22.75 21.00
H 22.11 22.91 20.74
H 21.05 23.26 19.35
H 19.39 21.68 18.87
H 19.21 20.59 20.27
H 19.91 20.02 18.71
O 25.96 19.23 27.56
P 25.81 19.30 26.09
N 25.54 17.76 25.54
C 25.41 17.54 24.14
C 25.77 16.63 26.43
N 27.29 19.93 25.46
C 27.45 20.33 24.11
C 28.48 19.96 26.29
N 24.73 20.28 25.27
C 24.83 21.68 25.73
C 23.33 19.89 25.14
H 24.99 18.41 23.64
H 24.78 16.71 23.97
H 26.39 17.35 23.62
H 26.71 16.14 26.17
H 24.86 16.00 26.23
H 25.87 16.92 27.42
H 26.54 20.31 23.56
H 27.94 21.33 24.06
H 28.12 19.64 23.45
H 29.30 19.46 25.82
H 28.84 21.00 26.43
H 28.35 19.47 27.29
H 24.12 22.25 25.07
H 24.44 21.73 26.79
H 25.82 22.14 25.73
H 22.84 20.51 24.40
H 22.75 19.96 26.09
H 23.18 18.88 24.82
O 27.90 15.43 17.06
P 28.36 16.73 17.69
N 27.36 17.53 18.77
C 26.95 16.82 19.95
C 26.36 18.55 18.42
N 28.80 17.87 16.53
C 29.34 17.37 15.27
C 29.21 19.25 16.84
N 29.65 16.29 18.62
C 29.80 14.85 18.76
C 30.19 17.16 19.70
H 27.71 16.11 20.38
H 25.99 16.30 19.78
H 26.84 17.63 20.70
H 26.66 19.13 17.56
H 26.26 19.22 19.27
H 25.36 18.11 18.18
H 30.38 17.01 15.24
H 28.86 16.46 15.00
H 29.23 18.14 14.51
H 28.91 19.95 16.03
H 28.71 19.53 17.75
H 30.26 19.40 17.01
H 29.06 14.36 19.47
H 29.86 14.28 17.79
H 30.77 14.67 19.32
H 30.11 16.65 20.65
H 29.58 18.11 19.81
H 31.25 17.42 19.47
O 21.68 14.51 15.57
P 22.52 13.71 16.49
N 24.13 14.10 16.55
C 24.45 15.50 16.31
C 25.20 13.22 16.99
N 22.57 12.11 16.10
C 21.31 11.38 16.33
C 23.12 11.82 14.78
N 21.83 13.85 17.99
C 20.47 14.24 18.10
C 22.48 13.26 19.15
H 23.68 16.00 15.78
H 25.42 15.56 15.77
H 24.63 16.06 17.26
H 26.02 13.45 16.36
H 25.01 12.13 16.90
H 25.53 13.50 18.00
H 21.43 10.33 15.88
H 20.93 11.36 17.35
H 20.52 11.73 15.65
H 22.42 12.02 13.96
H 23.98 12.46 14.65
H 23.40 10.73 14.73
H 19.79 13.40 18.36
H 20.35 14.99 18.86
H 20.10 14.74 17.22
H 22.10 13.73 20.06
H 23.55 13.36 19.23
H 22.26 12.19 19.29
O 17.55 16.65 22.25
P 16.52 16.19 21.25
N 16.94 16.60 19.75
C 16.65 15.83 18.55
C 17.54 17.93 19.57
N 15.07 16.91 21.61
C 13.91 16.95 20.64
C 14.59 17.11 23.01
N 16.33 14.58 21.10
C 17.58 13.83 20.70
C 15.25 13.91 21.86
H 16.25 16.55 17.81
H 15.92 15.08 18.77
H 17.58 15.31 18.12
H 17.88 18.03 18.51
H 18.40 18.03 20.25
H 16.87 18.76 19.87
H 13.32 17.87 20.80
H 14.28 16.91 19.65
H 13.34 16.11 20.90
H 15.38 16.79 23.72
H 14.40 18.16 23.18
H 13.73 16.51 23.24
H 18.35 14.48 20.28
H 18.08 13.40 21.61
H 17.31 12.95 20.04
H 14.41 14.57 22.06
H 15.54 13.53 22.84
H 14.77 13.08 21.38
C 25.40 14.15 23.76
S 24.35 14.46 22.24
O 25.16 13.99 21.05
C 23.25 13.08 22.69
H 26.26 14.81 23.66
H 25.73 13.11 23.73
H 24.79 14.37 24.69
H 22.68 13.35 23.58
H 23.90 12.25 22.96
H 22.63 12.78 21.87
C 25.60 18.82 11.65
S 24.83 19.14 13.21
O 23.61 18.28 13.27
C 26.01 18.38 14.31
H 24.79 18.79 10.88
H 26.14 17.87 11.63
H 26.23 19.67 11.41
H 25.56 18.39 15.35
H 26.97 18.91 14.39
H 26.19 17.37 14.01
C 19.33 20.00 12.86
S 19.45 21.56 13.77
O 18.14 22.25 13.69
C 19.65 21.00 15.45
H 20.22 19.38 12.93
H 19.15 20.46 11.89
H 18.44 19.50 13.27
H 18.78 20.43 15.73
H 19.69 21.94 16.02
H 20.51 20.37 15.56
C 29.41 21.15 20.71
S 28.59 22.05 19.46
O 27.38 21.21 19.08
C 27.80 23.29 20.55
H 29.86 21.86 21.44
H 30.11 20.39 20.42
H 28.57 20.60 21.16
H 27.22 22.72 21.27
H 27.19 24.02 19.96
H 28.57 23.83 21.10
C 18.79 19.19 23.04
S 17.85 20.66 23.49
O 17.68 21.39 22.19
C 16.32 19.85 23.97
H 18.76 18.46 23.86
H 19.81 19.50 22.79
H 18.36 18.77 22.14
H 15.54 20.61 23.99
H 16.42 19.51 25.01
H 16.16 18.98 23.29
C 19.45 14.67 24.38
S 20.65 15.97 24.54
O 21.98 15.39 24.92
C 20.83 16.44 22.81
H 19.35 14.15 25.32
H 19.80 13.84 23.75
H 18.49 15.06 24.11
H 21.63 15.74 22.46
H 21.25 17.46 22.81
H 19.91 16.38 22.26
C 18.57 27.20 17.57
S 19.70 26.15 16.65
O 19.69 24.75 17.21
C 18.66 26.17 15.12
H 17.58 26.80 17.47
H 18.65 28.20 17.11
H 18.96 27.29 18.60
H 19.29 25.62 14.44
H 18.53 27.19 14.74
H 17.73 25.62 15.29
C 22.31 15.83 11.30
S 23.82 14.81 10.90
O 24.87 15.62 10.25
C 24.41 14.71 12.64
H 21.88 16.11 10.33
H 22.62 16.71 11.88
H 21.64 15.23 11.89
H 25.36 14.19 12.53
H 23.65 14.13 13.23
H 24.48 15.74 13.07
C 20.95 25.88 21.20
S 22.16 27.20 20.71
O 23.11 27.26 21.86
C 23.05 26.00 19.49
H 20.56 26.19 22.22
H 21.57 24.99 21.26
H 20.23 25.76 20.37
H 23.27 25.02 19.94
H 23.96 26.48 19.18
H 22.46 25.87 18.57
C 14.39 17.68 15.72
S 14.41 19.29 16.53
O 14.35 19.05 17.97
C 16.06 19.80 16.14
H 13.37 17.35 15.83
H 15.07 16.97 16.23
H 14.52 17.80 14.64
H 16.77 19.02 16.37
H 16.22 20.76 16.68
H 16.04 19.96 15.04
C 24.29 24.50 10.46
S 23.11 23.25 9.97
O 23.92 22.05 9.76
C 22.09 23.20 11.46
H 24.52 25.16 9.63
H 25.16 23.98 10.86
H 23.83 25.12 11.20
H 21.38 22.42 11.41
H 21.63 24.16 11.66
H 22.75 23.02 12.34
C 12.57 20.72 20.02
S 13.63 21.16 21.48
O 13.01 20.41 22.70
C 15.01 20.13 20.94
H 13.01 20.76 19.02
H 11.77 21.46 20.15
H 12.21 19.70 20.06
H 15.91 20.43 21.47
H 15.14 20.16 19.85
H 14.70 19.16 21.34
C 19.52 23.84 24.00
S 20.13 22.51 25.15
O 21.45 22.98 25.69
C 18.75 22.75 26.44
H 19.70 24.81 24.53
H 18.53 23.61 23.62
H 20.28 23.69 23.21
H 17.77 22.69 25.94
H 18.89 23.72 26.92
H 18.95 22.01 27.21
C 23.37 24.40 23.87
S 25.06 24.33 23.23
O 24.87 24.21 21.75
C 25.60 25.99 23.74
H 22.96 25.25 23.36
H 23.41 24.49 24.95
H 22.89 23.49 23.46
H 26.64 26.00 23.51
H 25.46 26.04 24.83
H 24.98 26.73 23.26
C 21.00 17.58 14.79
S 19.66 17.09 15.84
O 18.63 18.19 15.78
C 18.96 15.78 14.77
H 21.22 18.63 15.05
H 20.84 17.53 13.72
H 21.91 17.05 15.06
H 19.63 14.94 14.79
H 18.93 16.23 13.76
H 17.93 15.65 15.12
C 15.23 24.48 20.90
S 16.52 25.12 19.78
O 17.48 26.02 20.58
C 17.42 23.56 19.72
H 15.71 23.98 21.74
H 14.66 23.75 20.30
H 14.56 25.29 21.20
H 16.78 22.71 19.42
H 17.80 23.36 20.71
H 18.28 23.79 19.09
*
```

Properties
* orbital gap: 8.3 eV
* strongest force on any atom: 3.61 eV/A
* E_HOMO: -0.298 hartree
* energy above the lowest of the compared OMol25 structures with the same formula, charge and spin: 0.0 kJ/mol

No. 3
ORCA calculation (wB97M-V/def2-TZVPD) on a molecular structure, C22H25N3O2 in a non-equilibrium geometry.

ORCA input file:
```
! wB97M-V def2-TZVPD RIJCOSX def2/J DEFGRID3
* xyz 0 1
C 2.92 2.25 -1.79
N 2.99 1.09 -1.01
C 2.71 1.47 0.37
C 1.42 2.28 0.68
H 0.77 1.71 1.34
C 2.00 3.50 1.26
H 2.20 4.13 0.53
O 3.21 3.18 1.72
C 3.69 2.10 1.00
H 4.51 2.37 0.34
H 4.21 1.61 1.81
H 1.36 4.23 1.84
H 0.77 2.32 -0.28
H 2.40 0.49 0.90
C 1.96 0.03 -1.67
C 2.17 -1.28 -0.73
C 3.50 -2.03 -0.69
N 3.25 -3.02 0.11
N 2.13 -2.98 0.36
C 1.33 -2.02 0.02
C -0.11 -1.89 0.06
C -0.70 -2.05 1.58
C -1.92 -1.85 1.75
C -2.84 -1.47 0.86
C -2.28 -1.13 -0.83
C -0.86 -1.45 -0.86
H -0.56 -1.52 -1.86
H -2.92 -0.83 -1.41
O -4.19 -1.46 1.12
C -4.86 -0.51 0.48
C -6.23 -0.66 0.19
C -7.13 0.15 -0.42
C -6.59 1.46 -0.64
C -5.31 1.60 -0.50
C -4.45 0.73 0.06
H -3.33 1.24 0.25
H -4.88 2.71 -0.92
H -7.29 2.17 -0.82
H -8.16 -0.03 -0.41
H -6.71 -1.62 0.63
H -2.24 -2.24 2.83
H -0.05 -2.42 2.43
C 4.17 -3.98 0.45
H 4.63 -4.58 -0.43
H 3.67 -4.60 0.98
H 5.24 -3.52 0.96
H 4.50 -1.71 -1.09
H 1.04 0.17 -1.40
H 2.23 0.05 -2.71
H 3.23 2.03 -2.76
H 1.90 2.69 -2.18
H 3.47 3.09 -1.47
*
```

Properties
* orbital gap: 7.5 eV
* strongest force on any atom: 18.90 eV/A
* E_HOMO: -0.281 hartree
* energy above the lowest of the compared OMol25 structures with the same formula, charge and spin: 1799.4 kJ/mol

No. 4
ORCA calculation (wB97M-V/def2-TZVPD) on a single C6H8 molecule in a non-equilibrium geometry.

ORCA input file:
```
! wB97M-V def2-TZVPD RIJCOSX def2/J DEFGRID3
* xyz 0 1
C -1.20 -0.88 -0.13
C -1.67 1.56 -0.94
C 0.09 -1.29 0.57
C -0.79 0.64 -0.39
C 0.89 -0.28 0.41
C 2.25 0.24 0.57
H -1.26 -1.49 -1.19
H -2.22 -0.89 0.36
H -2.71 1.39 -1.22
H -1.30 2.52 -1.14
H 0.32 -2.31 1.14
H 2.47 0.44 -0.47
H 2.84 -0.64 1.09
H 2.29 0.98 1.36
*
```

Properties
* orbital gap: 10.1 eV
* strongest force on any atom: 4.20 eV/A
* E_HOMO: -0.332 hartree
* energy above the lowest of the compared OMol25 structures with the same formula, charge and spin: 449.1 kJ/mol